(1)
This record from the Open Molecules 2025 dataset describes a structure of composition C4H15CuN6O4. The level of theory is ωB97M-V/def2-TZVPD.

```
! RIJCOSX wB97M-V def2-TZVPD def2/J DEFGRID3
* xyz 1 2
Cu -21.361 0.806 7.524
C -20.074 3.401 9.395
O -20.863 2.339 8.986
H -20.169 3.720 10.434
H -19.029 3.173 9.189
H -20.278 4.293 8.784
C -15.591 2.035 7.803
O -15.558 2.817 6.857
N -14.484 1.320 8.144
N -16.671 1.828 8.607
H -13.711 1.579 7.553
H -14.467 0.723 8.946
H -17.535 2.279 8.410
H -16.447 1.511 9.533
C -23.835 5.740 13.660
O -23.696 5.174 14.727
N -24.874 6.522 13.264
N -22.899 5.548 12.644
H -24.904 6.804 12.308
H -25.721 6.424 13.800
H -22.183 4.852 12.610
H -23.005 6.090 11.807
C -24.213 2.042 10.923
O -25.392 1.892 11.160
N -23.321 0.963 10.786
N -23.628 3.226 10.597
H -23.657 0.021 10.852
H -22.369 1.267 10.830
H -24.116 4.100 10.637
H -22.709 3.216 10.207
*
```

E_HOMO (alpha / beta) (eV): -12.081 / -12.080
F_max (eV Å⁻¹): 2.1
M (g/mol): 274.7
HOMO-LUMO gap (alpha / beta) (eV): 5.452 / 4.050
Electronic energy (a.u.): -2431.0661

---

(2)
This record from the Open Molecules 2025 dataset describes a structure of composition C3H4O2Tl. The level of theory is ωB97M-V/def2-TZVPD.

```
! RIJCOSX wB97M-V def2-TZVPD def2/J DEFGRID3
* xyz 0 2
H 2.759 -0.181 0.702
O 0.015 -0.805 -0.742
O -0.605 1.221 -0.611
C -0.918 -0.820 0.293
C -1.587 0.502 0.199
C 0.356 0.444 -1.030
H -1.359 -1.785 0.519
H -2.547 0.504 -0.338
H -1.708 1.038 1.150
Tl 2.797 1.035 -1.103
*
```

Relative energy (zero: lowest compared OMol25 entry of this formula, charge and spin) (kJ/mol): 440.7
E_HOMO (alpha / beta) (eV): -6.911 / -6.907
F_max (eV Å⁻¹): 1.5
M (g/mol): 276.4
HOMO-LUMO gap (alpha / beta) (eV): 7.026 / 6.216
Electronic energy (a.u.): -439.4647

---

(3)
This record from the Open Molecules 2025 dataset describes a structure of composition H24KrNeO12. The level of theory is ωB97M-V/def2-TZVPD.

```
! RIJCOSX wB97M-V def2-TZVPD def2/J DEFGRID3
* xyz 0 1
Ne 9.940 -9.920 18.782
Kr 10.258 -8.135 16.298
O 10.782 -12.441 16.839
H 10.053 -11.820 16.828
H 10.767 -12.843 15.970
O 11.402 -10.211 22.342
H 10.892 -9.698 21.715
H 12.155 -10.523 21.840
O 10.521 -8.180 20.796
H 11.017 -7.555 21.323
H 11.103 -8.394 20.067
O 8.390 -9.583 22.714
H 7.984 -9.957 21.932
H 7.932 -8.753 22.848
O 6.843 -11.174 20.874
H 7.272 -12.028 20.930
H 6.967 -10.902 19.964
O 13.940 -11.724 19.222
H 14.882 -11.710 19.389
H 13.781 -10.952 18.678
O 8.263 -11.174 16.824
H 7.658 -11.915 16.850
H 7.744 -10.430 17.131
O 8.578 -6.428 19.733
H 8.874 -5.663 20.226
H 9.354 -6.983 19.661
O 10.260 -14.113 19.045
H 11.154 -14.384 19.250
H 10.364 -13.323 18.514
O 13.756 -9.678 17.217
H 13.190 -9.054 17.671
H 13.310 -9.846 16.386
O 12.754 -8.070 19.283
H 13.466 -8.358 19.855
H 13.107 -7.306 18.827
O 6.435 -9.806 18.312
H 5.844 -9.944 17.572
H 6.290 -8.895 18.568
*
```

Relative energy (zero: lowest compared OMol25 entry of this formula, charge and spin) (kJ/mol): 70.8
E_HOMO (eV): -10.108
F_max (eV Å⁻¹): 0.8
M (g/mol): 320.2
HOMO-LUMO gap (eV): 9.857
Electronic energy (a.u.): -3799.8168

---

(4)
This record from the Open Molecules 2025 dataset describes a cluster of 7 separate species, C42H92N5O5 in total. The level of theory is ωB97M-V/def2-TZVPD.

```
! RIJCOSX wB97M-V def2-TZVPD def2/J DEFGRID3
* xyz 3 1
O -0.546 -0.371 0.338
H -0.727 -0.125 -0.590
C 1.034 3.037 0.027
C 1.907 3.954 0.916
C 1.196 5.220 0.982
C 1.628 6.181 2.051
C 1.753 5.599 3.525
C 2.417 4.154 3.521
N 1.919 3.348 2.314
O 2.163 2.000 2.377
C 1.941 3.523 4.840
C 3.975 4.252 3.448
C 3.348 4.081 0.461
H 0.911 3.522 -0.941
H 0.097 2.862 0.557
H 1.319 1.993 -0.105
H 0.137 5.118 1.219
H 1.215 5.580 -0.046
H 1.077 7.119 1.972
H 2.651 6.407 1.748
H 0.720 5.463 3.847
H 2.167 6.252 4.294
H 2.263 4.088 5.714
H 2.387 2.552 5.054
H 0.872 3.313 4.850
H 4.469 4.614 4.350
H 4.283 5.049 2.770
H 4.450 3.285 3.287
H 3.811 5.032 0.726
H 3.351 4.203 -0.623
H 3.998 3.292 0.839
C 3.786 -3.340 -6.953
C 2.734 -3.068 -5.916
C 3.353 -2.516 -4.643
N 2.276 -1.872 -3.681
C 1.442 -2.974 -2.864
C 3.044 -1.123 -2.519
C 2.164 -0.020 -2.090
C 1.304 0.327 -3.295
C 1.544 -0.689 -4.414
H 3.366 -3.593 -7.926
H 4.439 -4.157 -6.647
H 4.277 -2.368 -6.996
H 2.214 -4.004 -5.714
H 1.966 -2.453 -6.384
H 4.124 -1.793 -4.910
H 3.810 -3.257 -3.988
H 0.559 -2.476 -2.463
H 2.142 -3.431 -2.164
H 1.129 -3.592 -3.705
H 3.414 -1.874 -1.821
H 3.936 -0.727 -3.005
H 1.528 -0.435 -1.308
H 2.696 0.861 -1.729
H 0.237 0.276 -3.081
H 1.655 1.297 -3.649
H 0.542 -0.990 -4.720
H 2.214 -0.240 -5.147
C 4.601 0.356 1.379
C 4.002 -1.044 1.548
C 2.596 -1.084 2.027
N 1.909 -2.471 2.136
C 1.819 -3.261 0.785
C 0.522 -2.440 2.778
C 0.166 -3.824 3.345
C 1.566 -4.504 3.535
C 2.601 -3.405 3.148
H 5.531 0.363 0.810
H 4.789 0.945 2.277
H 3.958 1.034 0.817
H 4.544 -1.754 2.173
H 4.085 -1.477 0.551
H 2.025 -0.552 1.266
H 2.468 -0.630 3.009
H 2.821 -3.275 0.354
H 0.982 -2.764 0.294
H 1.560 -4.315 0.886
H -0.164 -2.065 2.019
H 0.450 -1.662 3.539
H -0.542 -4.430 2.780
H -0.315 -3.690 4.314
H 1.783 -5.361 2.897
H 1.691 -4.961 4.517
H 3.561 -3.796 2.809
H 2.837 -2.846 4.054
C -4.741 1.246 2.258
C -4.287 1.557 0.811
C -3.928 3.001 0.409
N -3.387 3.054 -1.032
C -4.443 2.868 -2.167
C -2.279 2.005 -1.378
C -1.405 2.646 -2.480
C -1.562 4.135 -2.295
C -2.686 4.451 -1.300
H -4.986 0.184 2.283
H -5.695 1.722 2.486
H -3.982 1.576 2.968
H -4.996 1.081 0.133
H -3.375 0.971 0.699
H -3.173 3.515 1.004
H -4.817 3.630 0.355
H -5.176 3.666 -2.051
H -4.986 1.933 -2.028
H -3.982 2.908 -3.154
H -2.745 1.052 -1.628
H -1.797 1.897 -0.406
H -1.912 2.345 -3.397
H -0.344 2.404 -2.418
H -1.891 4.517 -3.261
H -0.621 4.587 -1.981
H -3.532 5.116 -1.472
H -2.150 4.685 -0.380
C -4.964 -2.826 2.877
C -3.976 -2.716 1.679
C -4.181 -3.731 0.551
N -3.161 -3.711 -0.574
C -1.662 -3.816 0.035
C -3.324 -4.871 -1.630
C -3.916 -4.211 -2.891
C -3.353 -2.834 -2.832
C -3.283 -2.405 -1.425
H -4.631 -3.603 3.565
H -5.985 -3.047 2.564
H -4.869 -1.894 3.433
H -2.975 -2.865 2.084
H -4.073 -1.739 1.205
H -5.154 -3.536 0.101
H -4.132 -4.712 1.024
H -1.278 -3.093 0.755
H -1.128 -3.701 -0.909
H -1.603 -4.810 0.478
H -2.311 -5.148 -1.921
H -3.921 -5.701 -1.252
H -3.542 -4.821 -3.713
H -5.004 -4.171 -2.952
H -2.386 -2.866 -3.336
H -3.919 -2.110 -3.418
H -2.419 -1.799 -1.153
H -4.169 -1.855 -1.108
O -1.191 0.227 3.120
C -1.069 1.542 3.494
O -1.064 2.436 2.660
O -1.251 1.801 4.701
H -1.149 0.378 2.173
*
```

Relative energy (zero: lowest compared OMol25 entry of this formula, charge and spin) (kJ/mol): 294.7
E_HOMO (eV): -12.903
F_max (eV Å⁻¹): 8.3
M (g/mol): 747.2
HOMO-LUMO gap (eV): 3.634
Electronic energy (a.u.): -2304.2623

---

(5)
This record from the Open Molecules 2025 dataset describes a structure of composition C28H35FMoN2O3Te. The level of theory is ωB97M-V/def2-TZVPD.

```
! RIJCOSX wB97M-V def2-TZVPD def2/J DEFGRID3
* xyz 1 2
Mo -0.269 0.143 0.310
C 3.807 -1.372 0.366
O 2.408 -1.610 0.116
C 1.589 -0.602 0.113
O 1.906 0.591 0.260
H 4.176 -2.282 0.832
H 3.931 -0.514 1.030
H 4.329 -1.194 -0.575
F 0.196 -0.248 6.487
C 0.119 -0.170 5.150
C -0.065 -1.333 4.420
C -0.142 -1.245 3.040
C -0.020 -0.018 2.390
C 0.175 1.127 3.156
C 0.240 1.067 4.536
H -0.144 -2.278 4.933
H -0.282 -2.158 2.463
H 0.292 2.091 2.670
H 0.388 1.954 5.132
N -0.344 2.247 -0.235
H -1.194 2.391 0.382
H -0.585 2.530 -1.190
H 0.420 2.841 0.092
C -4.412 0.446 1.101
C -2.965 0.789 0.869
O -2.514 1.896 1.239
N -2.179 -0.058 0.223
Te -2.831 -0.971 -1.912
C -3.193 -2.913 -1.127
C -4.489 -3.431 -1.096
C -5.697 -2.580 -1.315
C -4.661 -4.779 -0.816
C -3.592 -5.614 -0.529
C -3.791 -7.077 -0.311
C -2.327 -5.043 -0.436
C -2.111 -3.707 -0.730
C -0.733 -3.133 -0.614
C -4.112 -1.302 -3.681
C -3.771 -2.301 -4.585
C -2.600 -3.214 -4.393
C -4.540 -2.452 -5.734
C -5.629 -1.638 -5.998
C -6.464 -1.813 -7.223
C -5.930 -0.627 -5.093
C -5.180 -0.442 -3.944
C -5.515 0.683 -3.011
H -4.738 0.883 2.042
H -4.565 -0.630 1.107
H -4.995 0.902 0.300
H -5.473 -1.542 -1.065
H -6.514 -2.924 -0.684
H -6.027 -2.627 -2.353
H -5.660 -5.185 -0.832
H -4.841 -7.340 -0.390
H -3.424 -7.373 0.670
H -3.235 -7.645 -1.056
H -1.488 -5.660 -0.152
H -0.064 -3.843 -0.131
H -0.755 -2.195 -0.006
H -0.321 -2.894 -1.599
H -1.837 -2.751 -3.764
H -2.157 -3.457 -5.357
H -2.917 -4.146 -3.923
H -4.262 -3.222 -6.440
H -6.088 -2.618 -7.846
H -6.469 -0.892 -7.801
H -7.491 -2.034 -6.942
H -6.765 0.030 -5.294
H -6.288 1.317 -3.439
H -4.627 1.294 -2.824
H -5.881 0.303 -2.056
*
```

Relative energy (zero: lowest compared OMol25 entry of this formula, charge and spin) (kJ/mol): 192.5
E_HOMO (alpha / beta) (eV): -10.173 / -10.088
F_max (eV Å⁻¹): 4.7
M (g/mol): 690.1
HOMO-LUMO gap (alpha / beta) (eV): 5.124 / 5.176
Electronic energy (a.u.): -1858.9347

---

(6)
This record from the Open Molecules 2025 dataset describes a cluster of 2 separate species, C3H7NO3S in total. The level of theory is ωB97M-V/def2-TZVPD.

```
! RIJCOSX wB97M-V def2-TZVPD def2/J DEFGRID3
* xyz -2 1
O 1.445 -0.928 0.872
C 0.575 -0.907 -0.059
O 0.527 -1.692 -1.031
C -0.527 0.169 0.042
C -1.933 -0.454 0.221
S -3.161 0.627 1.097
N -0.483 1.064 -1.150
H -0.379 0.833 0.885
H -2.405 -0.617 -0.749
H -1.848 -1.425 0.725
H -1.440 1.307 -1.395
H -0.147 0.520 -1.936
H 3.719 0.177 0.319
H 2.585 0.472 1.189
O 3.472 0.855 0.970
*
```

Relative energy (zero: lowest compared OMol25 entry of this formula, charge and spin) (kJ/mol): 78.1
E_HOMO (eV): 0.443
F_max (eV Å⁻¹): 1.0
M (g/mol): 137.2
HOMO-LUMO gap (eV): 5.718
Electronic energy (a.u.): -797.1854